(1)
2 unconnected molecules or ions with the total composition C6H12NOS. Source: the Open Molecules 2025 dataset; level of theory: ωB97M-V/def2-TZVPD.

## Properties
* net charge: +1
* HOMO-LUMO gap: 0.2825 hartree
* lowest unoccupied orbital energy: -4.14 eV
* energy above the lowest of the compared OMol25 structures with the same formula, charge and spin: 145.9 kJ/mol

Each line ends with the natural charge from an NBO analysis.
Positions of all 21 atoms, in Å:
C: 1.1232 1.2665 -0.3445  -0.26
C: 0.1368 2.1001 0.3271  -0.36
C: 2.3903 1.1741 0.0537  -0.09
C: -1.1360 2.0433 0.0730  -0.01
C: 3.3821 0.2509 -0.5516  -0.65
C: -1.5970 -1.8783 -0.1540  0.10
N: -2.1709 -1.1750 1.0733  -0.75
O: -2.6145 -2.2162 -0.9874  -0.68
S: -2.6371 1.6370 -0.1831  0.11
H: 0.7661 0.6822 -1.1809  0.20
H: 0.5088 2.8040 1.0601  0.28
H: 2.7337 1.7723 0.8847  0.21
H: 2.9899 -0.2299 -1.4430  0.22
H: 4.2919 0.7884 -0.8068  0.24
H: 3.6586 -0.5167 0.1704  0.23
H: -1.1172 -2.8025 0.1842  0.21
H: -0.8530 -1.2018 -0.5857  0.19
H: -3.0285 -1.6684 1.3478  0.44
H: -1.5217 -1.1562 1.8623  0.44
H: -2.8711 -1.5110 -1.5976  0.50
H: -2.4345 -0.1630 0.7979  0.42

Forces on the atoms, in the same order (eV/Å):
0.1 -0.1 -0.1
0.2 0.5 0.1
-0.2 -0.1 -0.1
-0.3 -0.8 0.0
0.0 0.0 0.0
0.6 0.0 0.2
-0.3 0.3 -0.2
-0.6 -0.1 -0.3
0.0 0.7 -0.2
0.1 -0.1 -0.2
-0.1 0.1 0.2
0.0 0.2 0.2
0.0 -0.1 -0.1
0.1 0.0 -0.1
0.1 -0.1 0.0
-0.1 0.3 0.0
-0.1 0.0 0.1
0.2 0.1 0.0
0.0 0.0 -0.1
0.2 0.0 0.1
0.2 -0.7 0.3

(2)
2 unconnected molecules or ions with the total composition C6H12O. Source: the Open Molecules 2025 dataset; level of theory: ωB97M-V/def2-TZVPD.

## Properties
* structure (SMILES): C=CC=C(C)C.O
* HOMO-LUMO gap: 0.3378 hartree
* lowest unoccupied orbital energy: 0.83 eV
* energy above the lowest of the compared OMol25 structures with the same formula, charge and spin: 171.8 kJ/mol

Each line ends with the natural charge from an NBO analysis.
Positions of all 19 atoms, in Å:
C: -1.7242 -0.5724 -0.2593  -0.67
C: -0.2261 -0.6385 -0.5246  0.05
C: 0.5079 0.4944 -0.4717  -0.28
C: -0.0193 1.8459 -0.5779  -0.22
C: 0.8574 2.8720 -0.5218  -0.37
C: 0.4782 -1.9527 -0.7027  -0.65
H: -2.2416 -0.1256 -1.1192  0.22
H: -2.0946 -1.5954 -0.2357  0.22
H: -1.9420 0.0728 0.5808  0.23
H: 1.5981 0.3891 -0.4731  0.20
H: -1.0672 2.0228 -0.3555  0.21
H: 1.8455 2.6158 -0.1566  0.19
H: 0.5586 3.9023 -0.6699  0.20
H: 0.0907 -2.7681 -0.0876  0.22
H: 0.5011 -2.2853 -1.7456  0.22
H: 1.5484 -1.8442 -0.4495  0.22
H: 0.3233 -0.6039 1.8375  0.48
H: 0.8086 -0.7121 3.2892  0.47
O: 0.1973 -1.1170 2.6433  -0.95

Forces on the atoms, in the same order (eV/Å):
0.5 -0.3 -1.8
0.2 0.9 0.7
-0.2 -0.9 -0.4
1.0 0.7 1.7
-0.9 -0.6 0.2
0.7 -0.2 0.2
0.1 0.0 0.0
-0.3 0.1 0.7
-0.2 -0.4 0.4
-0.3 0.2 -0.3
-0.2 0.0 -1.1
0.4 0.4 -0.8
0.1 0.0 0.3
-0.2 0.1 -0.1
-0.4 0.0 0.0
-0.4 0.0 0.0
0.0 0.1 -0.2
-0.5 -0.3 -0.5
0.5 0.3 0.6

(3)
A single C6H12O molecule. Source: the Open Molecules 2025 dataset; level of theory: ωB97M-V/def2-TZVPD.

## Properties
* structure (SMILES): C[C@@H]1OCC[C@@H]1C
* HOMO-LUMO gap: 0.3758 hartree
* lowest unoccupied orbital energy: 1.09 eV
* energy above the lowest of the compared OMol25 structures with the same formula, charge and spin: 101.5 kJ/mol

Each line ends with the natural charge from an NBO analysis.
Positions of all 19 atoms, in Å:
C: -0.4614 1.9345 0.1589  -0.61
C: 0.4134 0.7454 -0.2215  -0.24
C: 1.0497 0.0021 0.9492  -0.43
C: 1.4859 -1.2982 0.2777  -0.06
O: 0.5530 -1.5644 -0.7499  -0.54
C: -0.2941 -0.4553 -0.9495  0.12
C: -1.7273 -0.9266 -0.3684  -0.65
H: 0.1197 2.7098 0.6732  0.21
H: -0.9163 2.3994 -0.7235  0.21
H: -1.2674 1.6253 0.8312  0.21
H: 1.2378 1.1159 -0.8624  0.20
H: 0.2919 -0.1843 1.7196  0.20
H: 1.8810 0.5388 1.4159  0.22
H: 1.5076 -2.1544 0.9584  0.18
H: 2.4782 -1.1912 -0.1788  0.16
H: -0.2896 -0.2160 -2.0438  0.18
H: -1.6866 -1.2209 0.7165  0.22
H: -2.2091 -0.0129 -0.7432  0.21
H: -2.1389 -1.8320 -0.8612  0.22

Forces on the atoms, in the same order (eV/Å):
-0.1 -0.1 0.0
-0.2 -0.3 0.0
0.0 0.0 0.1
0.4 0.0 0.3
0.7 -0.3 -0.3
-0.5 -0.8 0.4
1.7 1.0 -1.3
0.0 -0.2 -0.1
0.0 -0.1 0.1
0.1 0.0 -0.1
-0.4 -0.3 0.0
0.1 0.0 -0.1
-0.1 -0.1 -0.1
0.1 0.1 0.0
0.0 0.0 0.2
-0.6 -0.4 0.7
-0.1 1.2 -0.9
-1.4 -0.4 1.2
0.6 0.7 -0.2

> Among the records above, which one has the highest energy above the lowest of the compared OMol25 structures with the same formula, charge and spin?

number 2

> Which value of energy above the lowest of the compared OMol25 structures with the same formula, charge and spin does entry 2 give?

171.8 kJ/mol

> Look up the HOMO-LUMO gap of the first one.

0.2825 hartree

> What is the formula in the third record?

C6H12O